Below is a 4-piece molecular cluster, C32H66FI2N7O10P3S2 overall in a non-equilibrium geometry, with properties calculated with ωB97M-V/def2-TZVPD.

Summary:
energy relative to the best compared isomer or geometry (same formula, charge and spin): 0.0 kcal/mol
frontier orbital gap: 7.11 eV
LUMO level: -3.390 eV
net charge: +1
HOMO energy: -10.5 eV
E: -133612.273 eV

```
123
Properties=species:S:1:pos:R:3:forces:R:3:lowdin_charge:R:1
C -0.536648 2.715171 0.740286 0.6 -0.4 -0.4 -0.048
C 0.479507 1.767188 1.418763 -0.3 0.4 0.3 -0.174
C -0.044055 0.334458 1.506025 -0.5 0.6 -0.3 -0.326
F -0.648090 0.090442 2.710648 0.2 -0.4 0.3 -0.008
N 0.880641 -0.755921 1.157691 0.6 1.3 0.3 0.069
C 2.074774 -1.109586 1.664330 0.9 -0.8 -0.4 -0.476
N 2.760080 -0.776406 2.746710 -0.6 -0.3 0.5 -0.176
P 1.996773 0.385701 3.964713 -0.6 1.1 -0.4 0.908
N 3.263125 1.373638 4.400310 0.0 -0.6 0.2 -0.128
O 1.852829 -0.557375 5.276802 0.1 -0.2 -0.1 -0.238
P 4.370216 -1.369527 3.106027 1.4 0.9 -0.1 0.103
O 4.474322 -2.918460 2.829727 0.1 0.1 0.2 -0.255
O 4.365997 -1.204609 4.697984 -0.3 -0.9 -0.3 -0.214
S 5.747487 -0.323450 2.334506 -0.3 0.0 -0.2 0.367
N 2.652353 -2.102394 0.838289 -0.3 -0.6 0.5 -0.232
P 1.863628 -3.658874 1.362530 -0.7 -0.7 -0.9 0.627
O 1.889763 -3.459223 2.986473 0.2 0.0 0.2 -0.370
I 3.454835 -5.488208 0.966489 0.2 0.1 0.2 0.623
C 2.218337 -1.722157 -0.540650 0.3 -0.1 0.9 -0.701
I 3.712737 -0.169032 -1.002988 -0.1 0.1 0.1 1.144
C 2.332348 -2.824738 -1.573862 0.3 -0.1 0.2 -0.249
C 3.738821 -3.377279 -1.859389 -0.9 -0.1 -0.2 -0.175
C 4.299622 -3.043122 -3.215041 -0.5 0.4 0.4 -0.551
O 5.139105 -3.712512 -3.694513 1.5 -0.9 -0.7 0.167
O 3.782099 -1.962717 -3.860284 -0.3 0.6 0.6 0.039
C 0.816227 -1.123784 -0.261331 -0.2 0.2 -2.0 -0.623
S -0.639434 -2.226071 -0.538883 -0.3 -0.1 0.4 0.917
C 0.626397 0.080926 -1.250806 -0.6 -0.1 -0.1 -0.274
O -0.721460 0.411238 -1.489739 0.2 -0.2 0.3 -0.138
C -0.990176 0.866975 -2.770506 -0.4 0.3 -0.7 -0.207
C -0.107798 1.711456 -3.444340 0.0 -0.2 0.2 0.028
C -0.375637 2.195265 -4.726141 -0.3 -0.3 0.2 -0.259
C 0.579155 3.100300 -5.453107 -0.7 -0.1 0.0 -0.035
C -1.583146 1.819586 -5.314384 0.1 -0.5 0.7 -0.028
C -2.466109 0.970201 -4.638252 0.6 0.5 0.1 -0.008
C -2.204217 0.478996 -3.353851 0.0 0.1 -0.3 -0.115
C -3.185910 -0.408355 -2.606476 -0.3 0.5 -0.1 -0.352
C -3.575285 0.227115 -1.249008 -0.2 -0.1 -0.3 -0.049
C -4.463806 -0.679901 -3.402426 0.7 -0.6 0.0 -0.085
H -0.126564 3.034760 -0.214112 -0.1 0.2 -0.1 0.072
H -0.727489 3.578387 1.358658 -0.1 0.2 0.1 0.074
H -1.472936 2.218080 0.510507 -0.2 0.0 0.2 0.061
H 1.442229 1.796182 0.917180 0.2 -0.1 -0.1 0.098
H 0.640599 2.145099 2.418822 0.1 -0.2 0.3 0.071
H -0.850090 0.265161 0.779029 0.0 -0.3 -0.2 0.125
H 3.843478 1.608813 3.599670 0.1 0.3 0.1 0.032
H 3.838933 0.997038 5.148328 0.1 0.1 -0.1 0.054
H 0.957832 -0.919230 5.226956 -0.1 0.0 0.4 0.067
H 4.076183 -3.484793 3.504436 0.0 -0.1 -0.2 0.065
H 3.787218 -1.866413 5.110604 0.0 0.4 0.4 0.085
H 1.554971 -4.282850 3.377622 -0.2 0.0 0.0 0.066
H 1.905729 -2.476375 -2.509054 -0.2 0.2 -0.1 0.125
H 1.719371 -3.657325 -1.232622 -0.1 -0.1 0.0 0.055
H 3.670607 -4.458357 -1.877022 0.1 -0.2 0.1 0.075
H 4.461723 -3.140005 -1.085315 0.2 0.2 0.0 0.098
H 4.524959 -1.383900 -4.073881 0.0 -0.1 -0.6 0.119
H -0.119911 -3.172190 -1.324081 0.2 0.1 0.0 -0.111
H 1.162658 0.960725 -0.917325 0.2 0.0 0.1 0.053
H 1.058163 -0.250506 -2.193170 0.2 -0.1 -0.1 0.109
H 0.809752 2.002559 -2.949542 0.1 0.1 0.0 0.116
H 0.144290 4.097152 -5.485559 0.2 0.2 0.1 0.078
H 1.554910 3.139552 -4.987519 0.2 0.0 0.0 0.075
H 0.658266 2.762464 -6.481709 0.3 0.0 -0.1 0.082
H -1.841164 2.165266 -6.302987 0.0 0.1 -0.1 0.114
H -3.379702 0.725400 -5.150987 -0.2 -0.2 0.1 0.101
H -2.703270 -1.372377 -2.466869 0.2 -0.1 0.3 0.104
H -3.025326 1.139472 -1.057281 0.2 0.0 0.2 0.066
H -3.476058 -0.473852 -0.425349 0.2 0.0 0.2 0.068
H -4.622290 0.516560 -1.291434 -0.2 0.0 0.1 0.076
H -4.986995 0.237320 -3.643842 -0.2 0.1 0.0 0.085
H -4.217698 -1.233829 -4.305535 -0.1 0.1 -0.3 0.081
H -5.090784 -1.346642 -2.818832 -0.3 0.1 0.1 0.082
C 1.532264 9.813759 -4.055128 0.0 0.1 0.0 -0.070
C 1.213777 8.974272 -5.288689 0.2 -0.1 0.3 -0.433
C 0.083574 7.958358 -5.072824 -0.1 0.0 -0.3 -0.207
O 0.450036 6.807915 -4.331546 0.0 0.0 0.1 -0.202
C 0.458601 6.973448 -2.926751 0.1 -0.2 -0.1 -0.106
N 2.447814 8.340120 -5.761215 -0.2 -0.1 -0.1 0.039
H 2.114755 9.257188 -3.321262 0.0 -0.1 0.0 0.064
H 2.124087 10.683021 -4.338923 0.0 0.0 0.0 0.077
H 0.620467 10.171113 -3.572594 0.0 0.0 0.0 0.078
H 0.872738 9.660287 -6.069156 -0.1 -0.1 0.0 0.136
H -0.223105 7.583147 -6.052629 0.0 -0.1 0.0 0.121
H -0.797714 8.434614 -4.623694 0.1 0.0 0.1 0.121
H -0.328553 7.656717 -2.596512 0.0 0.0 0.0 0.092
H 1.428495 7.330106 -2.571935 -0.1 0.1 0.1 0.076
H 0.280054 5.993700 -2.481327 0.0 0.0 0.0 0.079
H 2.269142 7.875104 -6.646786 0.1 0.1 -0.1 0.072
H 2.670388 7.581793 -5.122111 0.1 0.1 0.1 0.066
C 0.702906 -10.435646 3.825061 0.0 -0.1 0.1 -0.065
C 1.697539 -9.503355 3.140548 -0.4 -0.1 -0.1 -0.429
C 1.656424 -8.062163 3.664596 0.3 0.0 0.0 -0.225
O 0.561741 -7.280610 3.208223 0.0 0.2 0.1 -0.228
C -0.656614 -7.480132 3.909731 0.0 0.1 -0.2 -0.099
N 1.491685 -9.573454 1.691138 0.1 0.3 0.1 0.047
H -0.313582 -10.287056 3.461593 0.0 0.1 0.0 0.067
H 0.965306 -11.472644 3.622048 0.0 0.0 0.0 0.080
H 0.706351 -10.294216 4.907569 0.0 0.0 0.0 0.080
H 2.700427 -9.884360 3.353367 0.0 0.1 0.0 0.138
H 2.544172 -7.545080 3.292777 0.0 0.0 -0.1 0.068
H 1.707651 -8.036070 4.761242 -0.1 -0.1 0.0 0.121
H -0.480651 -7.680336 4.969808 0.0 -0.1 0.0 0.093
H -1.236430 -8.294678 3.473382 0.0 -0.1 0.1 0.080
H -1.243422 -6.566034 3.817941 0.0 0.0 0.0 0.084
H 2.222793 -9.048306 1.219246 0.1 -0.1 0.0 0.058
H 0.638309 -9.066854 1.471110 -0.1 -0.1 0.0 0.070
C -3.819205 0.994117 3.063634 0.0 -0.1 0.0 -0.062
C -3.849716 2.437986 3.554292 -0.2 -0.1 -0.2 -0.427
C -5.012113 2.748623 4.507531 0.1 0.2 0.1 -0.211
O -6.267816 2.889270 3.879920 0.0 -0.1 0.0 -0.184
C -6.947585 1.680490 3.593640 -0.1 0.1 -0.1 -0.101
N -3.834052 3.329774 2.389671 0.0 0.1 0.1 0.046
H -4.562203 0.808006 2.288273 -0.1 0.1 0.0 0.065
H -2.846000 0.772597 2.633398 0.0 0.0 0.0 0.043
H -3.992840 0.291423 3.881341 0.0 0.0 0.0 0.083
H -2.926445 2.610201 4.117679 0.0 0.1 0.1 0.133
H -4.813106 3.716315 4.975293 0.0 0.0 0.0 0.124
H -5.068680 2.008446 5.317117 0.0 -0.1 -0.1 0.121
H -6.764389 0.925020 4.363174 0.0 0.0 0.0 0.091
H -6.665981 1.285173 2.614570 0.0 -0.1 0.0 0.074
H -8.013331 1.902928 3.570234 0.0 0.0 0.0 0.090
H -3.740830 4.290584 2.707184 0.1 0.0 0.0 0.077
H -4.758138 3.299080 1.966646 0.0 -0.1 -0.1 0.073
```
Positions in Å, forces in eV/Å.